This record from the OMol25 dataset describes a cluster of 3 separate species, C9H10ClF9N4O5 in total in a non-equilibrium geometry. The level of theory is ωB97M-V/def2-TZVPD.

* LUMO level: 0.00630 hartree
* calculated total energy: -2303.147928 a.u.
* M: 460.6 g/mol
* highest occupied orbital energy: -9.78 eV
* multiplicity: 1
* frontier orbital gap: 0.36553 Ha
* SMILES: O=C1O[C@@H](Cl)[C@@H](C(F)(F)C(F)(F)C(F)(F)C(F)(F)F)O1.NC(N)=O.NC(N)=O

Geometry (Å):
O 4.42463 -0.12159 2.76521
C 3.68349 -0.20616 1.75589
O 4.08294 -0.81255 0.49056
C 2.80948 -0.98801 -0.22856
Cl 2.20908 -2.56789 0.54496
C 2.14593 0.39579 0.23720
C 0.77348 0.90365 -0.40769
F 0.53094 0.12309 -1.57645
F 1.03243 2.24804 -0.89034
C -0.47863 1.03295 0.58403
F -1.46200 1.82629 -0.12186
F -0.17973 1.82309 1.75735
C -1.09415 -0.34223 1.12807
F -0.22543 -1.10231 1.95705
F -2.20917 0.02885 1.97586
C -1.69313 -1.33704 0.02325
F -2.38813 -0.71805 -1.03989
F -2.66787 -2.15565 0.70691
F -0.76542 -2.24041 -0.54306
O 2.33151 0.33623 1.66880
H 2.84763 -1.25610 -1.33529
H 2.92307 1.19173 -0.09941
N -5.75130 -0.52098 2.14278
C -6.39044 -0.26204 3.30955
N -5.57100 -0.01665 4.36146
O -7.60762 -0.25077 3.40592
H -4.75193 -0.53493 2.04301
H -6.32556 -0.70859 1.33687
H -6.00810 0.18032 5.24728
H -4.56867 -0.02129 4.30288
N 3.22340 1.72775 -4.72305
C 3.54391 0.62797 -4.00253
N 4.56594 -0.10265 -4.50766
O 2.95528 0.31853 -2.97476
H 3.69289 1.99941 -5.56783
H 2.46699 2.29780 -4.37896
H 4.83449 -0.92982 -3.99913
H 5.06078 0.13427 -5.34842